[1]
C5H12O3PS | ωB97M-V/def2-TZVPD

## Properties
max |F|	4.19	eV/Å
energy	-31645.42496	eV
⟨S²⟩	2.01
HOMO-LUMO gap (spin up / spin down)	4.1 / 6.9	eV
lowest unoccupied orbital energy (spin up / spin down)	3.145 / 1.236	eV

Geometry as ORCA input:
```
! wB97M-V def2-TZVPD RIJCOSX def2/J DEFGRID3
* xyz -1 3
C -2.021 -0.278 1.331
C -1.288 -0.529 -1.030
C 0.298 -1.055 0.840
C 2.950 2.016 -0.026
C -0.887 -0.138 0.411
O 2.745 -0.372 -1.818
O 3.481 -1.686 0.312
O 3.054 0.735 0.486
P 2.864 -0.561 -0.390
S -0.312 1.575 0.297
H -2.791 0.487 1.219
H -2.648 -1.187 1.301
H -1.615 -0.016 2.416
H -1.671 -1.528 -1.086
H -0.396 -0.458 -1.600
H -2.080 0.113 -1.459
H 0.080 -2.062 0.701
H 1.229 -0.886 0.108
H 0.686 -0.771 1.940
H 3.142 1.998 -1.138
H 3.793 2.685 0.368
H 1.892 2.343 0.255
*
```

---

[2]
C5H12O4 | ωB97M-V/def2-TZVPD

## Properties
max |F|	2.72	eV/Å
energy	-13564.26081	eV
HOMO-LUMO gap (spin up / spin down)	8.1 / 8.1	eV
lowest unoccupied orbital energy (spin up / spin down)	-0.412 / -0.411	eV

Geometry as ORCA input:
```
! wB97M-V def2-TZVPD RIJCOSX def2/J DEFGRID3
* xyz 0 1
C 0.533 0.818 -0.524
C 1.955 0.854 -0.076
C 0.077 -0.107 -1.468
C -0.343 1.930 -0.062
C -0.160 -0.820 1.640
O 0.644 -1.734 1.078
O 0.167 -0.050 2.498
H 1.550 -1.620 1.433
H 2.461 1.683 -0.583
H 2.498 -0.055 -0.330
H 2.031 1.063 0.992
H 0.827 -0.750 -1.916
H -1.100 -0.784 -0.983
H -0.538 0.321 -2.258
H -0.308 2.012 1.025
H 0.033 2.876 -0.468
H -1.376 1.764 -0.357
O -2.211 -1.179 -0.390
O -2.433 -2.498 0.095
H -3.098 -2.881 -0.489
H -1.207 -0.842 1.143
*
```